This record from the Open Molecules 2025 dataset describes a cluster of 2 separate species, C4H7N3 in total. The level of theory is ωB97M-V with the def2-TZVPD basis set.

```
14
Properties=species:S:1:pos:R:3:forces:R:3
C 0.0208 0.6670 2.1699 0.0 0.1 0.1
N 0.0352 -0.4634 1.2612 0.0 -0.1 -0.2
C 0.7685 -0.4703 0.1567 -0.1 -0.3 0.0
N 0.9210 -1.4312 -0.6402 -0.1 0.2 0.0
N 0.6153 -1.8167 -1.7944 0.2 0.0 0.3
C -0.7535 0.6832 -2.3922 0.0 0.3 0.4
C -0.8232 1.4698 -1.4842 0.0 -0.3 -0.5
H 0.8565 1.3183 1.9087 -0.1 -0.1 0.0
H -0.9142 1.2353 2.0879 0.1 -0.1 0.0
H 0.1394 0.3363 3.2070 0.0 0.0 -0.2
H -0.6567 -1.1874 1.4227 0.1 0.0 -0.1
H 1.2286 -2.6123 -2.0114 -0.1 0.1 0.1
H -0.6459 -0.0675 -3.1443 -0.1 0.2 0.1
H -0.8945 2.1897 -0.6995 0.0 -0.1 -0.1
```
Positions in Å, forces in eV/Å.

Computed properties:
- Net charge: 0
- 2S+1: 1
- Electronic energy: -8726.4943 eV
- Energy above the lowest of the compared OMol25 structures with the same formula, charge and spin: 5.185 eV
- Molar mass: 97.12 g/mol
- E_LUMO: 0.761 eV
- Strongest force on any atom: 0.5 eV Å⁻¹

---

This record from the Open Molecules 2025 dataset describes a structure of composition C24H57IrN10OP. The level of theory is ωB97M-V with the def2-TZVPD basis set.

```
94
Properties=species:S:1:pos:R:3:forces:R:3
Ir -0.1429 0.0053 0.5554 0.6 -0.1 0.2
C 0.7144 2.3192 -3.2621 0.1 -0.1 -0.1
N 0.9577 1.2976 -2.2256 -0.4 0.2 0.1
C 0.2108 0.0623 -2.3617 0.2 -0.1 0.1
C 1.7191 1.5577 -1.1564 0.3 -0.2 0.0
N 1.4758 0.9236 0.0405 0.4 0.3 -0.2
C 2.5011 0.7800 1.0823 0.2 0.0 -0.2
C 1.8416 1.2360 2.3524 0.2 0.0 0.3
N 0.4208 0.7179 2.3786 -0.3 -0.3 -0.1
C 0.1722 -0.4803 3.2191 0.1 0.0 0.6
C 1.0898 -1.5707 2.7792 -0.2 -0.5 -0.2
N 1.0513 -1.6476 1.3019 -0.2 0.2 -0.8
C 1.8248 -2.6157 0.7505 0.0 -0.2 0.2
N 2.6206 -3.3896 1.5336 0.0 0.2 0.1
C 3.6168 -2.8929 2.4931 0.0 -0.2 0.0
C 2.6056 -4.8552 1.3748 0.2 0.1 -0.1
N 1.8743 -2.8825 -0.5761 -0.1 0.1 0.1
C 3.0787 -3.4982 -1.1572 0.0 0.0 0.0
C 0.7177 -2.9885 -1.4488 -0.1 -0.2 0.1
C -0.5025 1.8319 2.7187 0.0 0.5 0.2
C -0.6204 2.6614 1.4670 -0.6 -0.1 0.3
N -1.1942 1.7581 0.4682 -0.3 -0.1 -0.7
C -2.1194 2.2958 -0.3989 0.1 0.2 -0.3
N -2.1093 3.5848 -0.7254 0.3 0.2 -0.1
C -0.8977 4.4138 -0.8120 -0.2 0.0 0.0
C -3.3465 4.3038 -1.0963 0.1 0.0 -0.1
N -3.1147 1.5410 -0.9015 0.3 -0.4 0.3
C -3.4701 1.5666 -2.3233 -0.3 0.1 0.1
C -3.9421 0.7562 0.0144 0.1 0.1 0.0
N 2.7290 2.4174 -1.2915 0.3 0.1 0.2
C 3.1618 3.3629 -0.2519 0.0 0.0 -0.1
C 3.5555 2.4531 -2.5185 -0.1 0.1 0.0
H -0.3614 2.4004 -3.4212 0.0 0.0 0.0
H 1.1812 2.0467 -4.2080 0.0 0.0 0.0
H 1.0961 3.2825 -2.9394 0.0 0.0 0.0
H -0.2444 0.0241 -3.3491 0.0 0.0 0.0
H -0.6335 -0.0231 -1.6443 -0.1 0.1 -0.1
H 0.8647 -0.7936 -2.2471 0.1 0.1 0.0
H 3.4359 1.2986 0.9015 -0.1 0.2 -0.2
H 2.7399 -0.2748 1.1382 0.1 -0.1 0.0
H 1.7828 2.3203 2.3769 0.0 0.0 0.0
H 2.4046 0.9355 3.2362 -0.3 -0.2 0.1
H -0.8685 -0.7683 3.0682 -0.1 0.1 0.0
H 0.2980 -0.2473 4.2797 0.1 0.1 0.0
H 0.7496 -2.5005 3.2428 0.1 -0.1 -0.1
H 2.0953 -1.3996 3.1509 -0.1 0.2 0.0
H 3.8747 -1.8552 2.2901 0.1 0.0 0.0
H 4.5204 -3.4896 2.3728 0.0 0.0 -0.1
H 3.2929 -3.0044 3.5291 0.0 0.0 0.0
H 1.7147 -5.1734 0.8388 0.0 0.0 0.0
H 2.5957 -5.2998 2.3691 -0.1 0.0 0.0
H 3.4936 -5.2223 0.8602 0.0 0.0 0.0
H 3.9590 -3.2340 -0.5794 0.0 0.0 0.0
H 3.1964 -3.1119 -2.1684 0.0 0.0 0.0
H 2.9980 -4.5833 -1.2244 0.0 0.0 0.0
H -0.1161 -2.4205 -1.0566 -0.1 0.0 0.0
H 0.4303 -4.0377 -1.5401 -0.1 -0.1 0.0
H 0.9763 -2.6436 -2.4486 0.0 -0.1 0.0
H -0.1238 2.4220 3.5560 0.2 -0.2 0.1
H -1.4651 1.4175 3.0136 0.0 0.0 -0.1
H 0.3557 3.0261 1.1431 0.0 0.1 0.0
H -1.2524 3.5262 1.6618 -0.1 0.0 -0.1
H -0.0087 3.7903 -0.8719 0.0 0.0 0.0
H -0.8259 5.1033 0.0287 0.0 0.0 0.0
H -0.9652 5.0122 -1.7198 0.0 0.0 0.0
H -4.2197 3.7851 -0.7132 0.0 0.0 0.0
H -3.4252 4.4218 -2.1775 0.0 0.0 0.0
H -3.3001 5.2960 -0.6502 0.0 0.0 0.0
H -2.6982 2.0767 -2.8939 0.0 0.0 0.0
H -4.4283 2.0577 -2.4997 0.0 0.0 0.0
H -3.5569 0.5376 -2.6758 0.1 0.0 0.0
H -4.0662 1.2867 0.9582 -0.1 0.1 0.0
H -3.4920 -0.2034 0.2176 -0.1 0.3 0.0
H -4.9245 0.6187 -0.4356 0.0 0.1 0.0
H 2.4315 3.4205 0.5512 0.0 0.0 0.0
H 3.2498 4.3493 -0.7071 0.0 0.0 0.0
H 4.1425 3.1040 0.1482 0.0 0.0 0.0
H 3.3340 1.6009 -3.1534 0.0 0.0 0.0
H 4.6013 2.4074 -2.2173 0.0 0.0 0.0
H 3.4054 3.3793 -3.0721 0.0 0.0 0.0
C -3.9501 -2.2987 1.6533 -0.1 0.1 0.2
P -2.8018 -2.4480 0.3003 0.3 0.0 0.3
C -2.2045 -4.1234 0.3578 0.2 0.0 0.1
C -3.6670 -2.2910 -1.2521 -0.1 0.0 -0.2
O -1.6523 -1.3921 0.4083 -0.5 -0.1 0.0
H -4.8223 -2.9227 1.4380 0.0 0.0 0.0
H -4.2838 -1.2746 1.8093 0.0 -0.1 0.0
H -3.4867 -2.6654 2.5714 0.0 0.0 0.0
H -3.0675 -4.7862 0.4724 0.0 0.0 0.0
H -1.5360 -4.2688 1.2085 0.0 0.0 0.0
H -1.7024 -4.3857 -0.5675 0.1 -0.1 -0.1
H -4.2707 -3.1889 -1.4099 0.0 0.0 0.0
H -2.9469 -2.2104 -2.0692 0.0 0.0 0.0
H -4.3313 -1.4296 -1.2615 0.0 -0.1 -0.1
```
Positions in Å, forces in eV/Å.

Computed properties:
- Net charge: +4
- 2S+1: 2
- Electronic energy: -54851.3816 eV
- Energy above the lowest of the compared OMol25 structures with the same formula, charge and spin: 1.182 eV
- Molar mass: 724.98 g/mol
- E_LUMO (spin up / spin down): -12.337 / -14.059 eV
- Strongest force on any atom: 0.9 eV Å⁻¹

---

This record from the Open Molecules 2025 dataset describes a structure of composition CHCl2FS2 at a distorted geometry. The level of theory is ωB97M-V with the def2-TZVPD basis set.

```
7
Properties=species:S:1:pos:R:3:forces:R:3
C 1.0348 -0.2466 -0.1696 -0.9 0.4 -2.9
F 2.1759 0.1644 -0.8053 -1.1 -0.5 0.2
S -1.8974 1.0576 0.1914 -0.2 3.1 -0.5
S -0.8693 0.3998 -1.3481 2.1 -1.4 1.3
Cl 0.9677 0.4236 1.3496 -0.1 0.3 1.2
Cl 0.8249 -1.9793 -0.2953 0.4 0.2 0.3
H -2.2366 0.1805 1.0772 -0.2 -2.1 0.4
```
Positions in Å, forces in eV/Å.

Computed properties:
- Net charge: 0
- 2S+1: 1
- Electronic energy: -50484.3318 eV
- Energy above the lowest of the compared OMol25 structures with the same formula, charge and spin: 1.048 eV
- Molar mass: 167.06 g/mol
- E_LUMO (spin up / spin down): -0.691 / -0.691 eV
- Strongest force on any atom: 3.1 eV Å⁻¹

---

This record from the Open Molecules 2025 dataset describes a structure of composition CCl2Na4O11 at a distorted geometry. The level of theory is ωB97M-V with the def2-TZVPD basis set.

```
18
Properties=species:S:1:pos:R:3:forces:R:3
Na -3.2508 -0.2926 1.5537 1.2 -0.3 0.2
Na -4.7127 2.5209 -0.9503 0.3 -0.1 0.2
Na -0.5877 -0.1762 -2.7910 1.1 -0.2 0.7
Na 1.6368 4.4285 1.6934 -0.5 -0.8 -0.2
Cl -0.6537 1.8095 0.0895 -1.2 0.7 1.4
O -0.1418 2.5779 1.2145 1.9 -1.7 2.4
O -0.3748 0.3851 -0.1094 0.7 2.6 0.3
O -2.0589 1.9712 0.1932 -4.4 -1.7 1.2
O -0.3838 2.7233 -0.9192 2.8 0.7 -5.5
Cl 2.7048 -1.5105 -2.5356 0.7 -4.1 3.3
O 1.8259 -0.6609 -1.7419 -0.6 1.9 -1.1
O 2.4262 -2.8391 -1.9321 0.4 1.1 -1.8
O 2.4368 -1.4661 -3.9345 -1.2 0.4 -1.0
O 4.0939 -1.2253 -2.3437 0.0 0.9 0.2
C -0.7289 -2.0518 3.1357 0.4 2.2 1.1
O -0.9403 -3.1959 2.8577 -1.1 -5.2 -1.3
O -0.4552 -1.7870 4.3282 0.3 1.3 0.6
O -0.8355 -1.2109 2.1918 -0.9 2.2 -0.6
```
Positions in Å, forces in eV/Å.

Computed properties:
- Net charge: 0
- 2S+1: 1
- Electronic energy: -66250.3923 eV
- Energy above the lowest of the compared OMol25 structures with the same formula, charge and spin: 5.394 eV
- Molar mass: 350.87 g/mol
- E_LUMO: -2.699 eV
- Strongest force on any atom: 6.2 eV Å⁻¹

---

What did the third record say?
This record from the Open Molecules 2025 dataset describes a structure of composition CHCl2FS2 at a distorted geometry. The level of theory is ωB97M-V with the def2-TZVPD basis set.

```
7
Properties=species:S:1:pos:R:3:forces:R:3
C 1.0348 -0.2466 -0.1696 -0.9 0.4 -2.9
F 2.1759 0.1644 -0.8053 -1.1 -0.5 0.2
S -1.8974 1.0576 0.1914 -0.2 3.1 -0.5
S -0.8693 0.3998 -1.3481 2.1 -1.4 1.3
Cl 0.9677 0.4236 1.3496 -0.1 0.3 1.2
Cl 0.8249 -1.9793 -0.2953 0.4 0.2 0.3
H -2.2366 0.1805 1.0772 -0.2 -2.1 0.4
```
Positions in Å, forces in eV/Å.

Computed properties:
- Net charge: 0
- 2S+1: 1
- Electronic energy: -50484.3318 eV
- Energy above the lowest of the compared OMol25 structures with the same formula, charge and spin: 1.048 eV
- Molar mass: 167.06 g/mol
- E_LUMO (spin up / spin down): -0.691 / -0.691 eV
- Strongest force on any atom: 3.1 eV Å⁻¹

---

Repeat the fourth record exactly.
This record from the Open Molecules 2025 dataset describes a structure of composition CCl2Na4O11 at a distorted geometry. The level of theory is ωB97M-V with the def2-TZVPD basis set.

```
18
Properties=species:S:1:pos:R:3:forces:R:3
Na -3.2508 -0.2926 1.5537 1.2 -0.3 0.2
Na -4.7127 2.5209 -0.9503 0.3 -0.1 0.2
Na -0.5877 -0.1762 -2.7910 1.1 -0.2 0.7
Na 1.6368 4.4285 1.6934 -0.5 -0.8 -0.2
Cl -0.6537 1.8095 0.0895 -1.2 0.7 1.4
O -0.1418 2.5779 1.2145 1.9 -1.7 2.4
O -0.3748 0.3851 -0.1094 0.7 2.6 0.3
O -2.0589 1.9712 0.1932 -4.4 -1.7 1.2
O -0.3838 2.7233 -0.9192 2.8 0.7 -5.5
Cl 2.7048 -1.5105 -2.5356 0.7 -4.1 3.3
O 1.8259 -0.6609 -1.7419 -0.6 1.9 -1.1
O 2.4262 -2.8391 -1.9321 0.4 1.1 -1.8
O 2.4368 -1.4661 -3.9345 -1.2 0.4 -1.0
O 4.0939 -1.2253 -2.3437 0.0 0.9 0.2
C -0.7289 -2.0518 3.1357 0.4 2.2 1.1
O -0.9403 -3.1959 2.8577 -1.1 -5.2 -1.3
O -0.4552 -1.7870 4.3282 0.3 1.3 0.6
O -0.8355 -1.2109 2.1918 -0.9 2.2 -0.6
```
Positions in Å, forces in eV/Å.

Computed properties:
- Net charge: 0
- 2S+1: 1
- Electronic energy: -66250.3923 eV
- Energy above the lowest of the compared OMol25 structures with the same formula, charge and spin: 5.394 eV
- Molar mass: 350.87 g/mol
- E_LUMO: -2.699 eV
- Strongest force on any atom: 6.2 eV Å⁻¹